(1)
C16H30F2N4O3 | ωB97M-V with the def2-TZVPD basis set

Structure (XYZ):
```
55
Properties=species:S:1:pos:R:3:forces:R:3
C 4.193015 -1.176421 0.584860 0.0 -0.1 -0.1
C 4.054624 -1.138179 -0.941763 -0.3 0.1 0.1
C 3.741114 -2.505591 -1.548143 0.2 -0.2 0.2
C 2.299517 -2.962008 -1.345014 0.3 0.0 -0.2
O 1.361840 -1.951896 -1.742803 -0.2 -0.1 0.0
C 0.439763 -1.627869 -0.788111 0.0 -0.2 0.1
O -0.351283 -2.784806 -0.389500 0.2 0.1 -0.1
C -1.661872 -2.437720 -0.303194 -0.3 -0.3 0.0
O -2.533893 -3.250477 -0.291020 0.1 0.2 0.2
C -1.745023 -0.906316 -0.285711 -0.1 0.3 -0.1
N -1.347036 -0.358941 1.029949 0.2 -0.3 -0.2
C -3.100291 -0.253985 -0.610672 0.0 -0.1 -0.2
F -3.281184 -0.174856 -1.996755 -0.1 0.1 0.2
C -4.351526 -0.903965 -0.035083 -0.2 0.2 0.1
C -4.310535 -1.352843 1.428552 -0.1 -0.1 0.0
C -0.636735 -0.682384 -1.342114 0.0 -0.2 -0.3
F -1.076564 -1.343225 -2.500484 0.1 0.2 0.1
C -0.271212 0.746964 -1.717042 0.0 0.1 0.4
C 1.030297 1.327661 -1.117749 -0.1 0.4 -0.2
C 0.840998 2.696557 -0.425855 0.0 0.0 0.1
C 1.244027 2.650134 1.060081 0.1 -0.1 0.2
N 0.654382 3.638722 1.956113 -0.2 0.2 -0.3
C -0.677560 3.398090 2.370430 0.0 -0.2 0.1
N -0.879068 2.702427 3.413538 0.1 0.1 -0.3
N -1.683186 4.019014 1.564766 0.0 -0.1 0.5
H 3.523771 -1.923014 1.021054 0.0 0.1 0.0
H 3.950683 -0.215309 1.042789 0.1 0.0 0.0
H 5.206954 -1.451215 0.881101 0.0 0.0 0.0
H 3.239080 -0.461799 -1.205147 0.1 0.0 -0.1
H 4.957155 -0.721471 -1.391542 0.0 0.0 0.0
H 4.011165 -2.549285 -2.604829 -0.1 0.1 0.0
H 4.358269 -3.260931 -1.043894 0.0 0.0 -0.2
H 2.110913 -3.837333 -1.969925 -0.1 0.0 0.2
H 2.133859 -3.243917 -0.303183 -0.1 0.0 0.0
H 0.920247 -1.270605 0.130295 0.0 0.1 -0.1
H -0.640193 0.359642 0.905704 -0.1 0.1 0.1
H -0.913442 -1.069708 1.609489 -0.1 0.0 0.1
H -3.026280 0.781174 -0.257513 0.1 -0.1 0.0
H -4.634544 -1.730345 -0.686901 0.2 0.0 0.0
H -5.145821 -0.156491 -0.129460 0.0 -0.1 -0.1
H -4.578920 -0.544394 2.109985 0.1 0.0 0.0
H -3.346432 -1.744283 1.738971 0.0 0.0 0.0
H -5.032823 -2.158204 1.574486 0.0 0.1 0.0
H -0.237665 0.785205 -2.805310 0.0 -0.1 0.1
H -1.110813 1.384680 -1.427103 0.0 0.0 -0.1
H 1.749368 1.439801 -1.930102 0.1 -0.2 0.1
H 1.472049 0.650308 -0.387084 0.1 -0.1 -0.1
H -0.191750 3.037281 -0.528863 0.0 -0.1 0.0
H 1.449165 3.457824 -0.921748 -0.1 0.0 0.0
H 0.999401 1.673580 1.490727 0.1 0.0 0.0
H 2.331682 2.754767 1.112852 0.0 -0.1 0.1
H 0.762072 4.584564 1.613879 -0.1 -0.1 -0.2
H -1.873270 2.530342 3.550295 0.0 0.0 0.0
H -2.561914 4.043595 2.069474 0.0 0.0 -0.1
H -1.834591 3.487452 0.714238 0.2 0.2 -0.1
```
Forces are in eV/Å.

## Properties
Orbital gap, eV: 9.91
Charge: 0
Max |F|, eV/A: 0.48
SMILES string: [H]/N=C(\N)NCCCC[C@@]1(F)[C@H](OCCCC)OC(=O)[C@]1(N)[C@@H](F)CC

These are the Löwdin partial charges, in e, on atoms 1 to 2:
1 C -0.10
2 C -0.25

---

(2)
C7H10O3S2 | ωB97M-V with the def2-TZVPD basis set

Structure (XYZ):
```
22
Properties=species:S:1:pos:R:3:forces:R:3
C 2.701733 2.889026 0.102357 1.6 -0.6 -1.8
C 1.502768 2.117701 0.000964 1.3 -1.0 2.0
C 1.506230 0.835878 0.422670 -3.2 -2.8 -0.9
C -2.297932 -1.567890 -0.116349 -0.9 -0.9 0.0
C -1.485393 -2.173243 1.044990 -0.4 0.5 0.6
C -1.456007 -1.461854 -1.450881 -0.6 1.1 0.1
C 0.130117 -0.044192 0.227181 1.2 1.1 -0.8
O 2.723261 4.035991 -0.254054 -0.4 1.8 0.2
O 0.406818 2.774177 -0.285564 -2.6 2.8 -1.2
O 2.585768 0.177133 0.878881 0.9 2.8 0.4
S -0.435405 -0.883831 1.809119 0.2 0.8 -0.7
S 0.366423 -1.328086 -1.138290 -0.8 0.7 0.7
H 3.657949 2.368189 0.160690 0.1 -0.4 0.8
H -3.104959 -2.346862 -0.243909 0.6 0.9 -0.4
H -2.879653 -0.626319 0.271600 1.5 -1.5 -1.0
H -2.262528 -2.541621 1.742596 0.8 0.5 0.3
H -0.805075 -3.013683 0.877427 -0.5 0.1 -0.8
H -1.619134 -2.335252 -2.094371 0.2 0.1 0.3
H -1.781399 -0.573433 -2.065058 0.4 -0.8 0.7
H -0.602585 0.665449 -0.280874 0.7 -0.9 1.3
H 0.519090 3.784802 -0.459272 0.6 -2.7 0.5
H 2.629911 -0.752081 0.850145 -0.8 -1.8 -0.4
```
Forces are in eV/Å.

## Properties
Energy above the lowest of the compared OMol25 structures with the same formula, charge and spin, eV: 0.000
Orbital gap, eV: 8.93
Charge: 0
Max |F|, eV/A: 4.35
SMILES string: O=C/C(O)=C(\O)C1SCCCS1

These are the Löwdin partial charges, in e, on atoms 1 to 2:
1 C -0.21
2 C -0.33

---

(3)
H2N3O2S | ωB97M-V with the def2-TZVPD basis set

Structure (XYZ):
```
8
Properties=species:S:1:pos:R:3:forces:R:3
N 1.175755 0.166593 -0.294482 -1.1 -1.1 0.6
N -0.107994 0.607321 0.130302 2.4 -1.2 -0.6
N -0.875803 -0.398924 0.385117 -2.6 0.5 0.9
O -0.253455 1.841552 0.248225 -1.3 0.3 0.3
O -2.097292 -0.226594 0.808049 1.5 0.6 -0.4
S -0.326392 -2.045648 0.172620 -0.2 -0.2 -0.1
H 1.605658 0.898814 -0.843946 -0.5 -0.2 -0.4
H 0.879524 -0.843113 -0.605885 1.8 1.3 -0.4
```
Forces are in eV/Å.

## Properties
Energy above the lowest of the compared OMol25 structures with the same formula, charge and spin, eV: 2.377
Orbital gap (alpha / beta), eV: 7.32 / 7.32
Charge: -1
Max |F|, eV/A: 2.78
SMILES string: NN([O-])[N+]([O-])=S

These are the Löwdin partial charges, in e, on atoms 1 to 2:
1 N 0.01
2 N -0.41

---

(4)
C27H31F5GeN3OV | ωB97M-V with the def2-TZVPD basis set

Structure (XYZ):
```
69
Properties=species:S:1:pos:R:3:forces:R:3
V 1.374783 -0.230182 -0.948580 -0.2 0.1 0.3
O 1.073128 -1.678753 -1.919768 -0.2 0.0 -0.2
N 0.429491 -2.468154 -2.801803 0.4 -0.1 0.3
C 0.766352 -3.695745 -2.629943 -0.3 0.1 -0.3
C 1.700252 -4.099301 -1.613351 0.1 -0.1 0.1
N 2.453620 -4.391497 -0.799015 0.0 0.0 0.0
C 0.176019 -4.689472 -3.479592 0.0 0.0 0.0
N -0.289394 -5.502016 -4.141099 0.0 0.0 0.0
C 3.523830 0.883141 2.014968 -0.1 0.0 0.0
C 3.594109 -0.485787 1.430677 0.1 0.0 -0.1
C 4.836459 -1.248082 1.773007 -0.1 0.0 0.0
C 2.693404 -0.984656 0.449675 -0.1 -0.1 0.2
C 1.972124 -1.496754 1.781088 0.1 0.0 0.0
C 2.156970 -2.836259 2.143815 0.0 0.0 0.0
C 1.374195 -3.400869 3.134395 0.1 0.0 -0.1
C 0.435920 -2.622251 3.798585 0.0 0.0 0.0
C 0.268344 -1.281499 3.468985 0.0 0.0 0.0
C 1.032352 -0.717227 2.466542 0.0 0.0 0.0
H 4.334631 1.443529 1.537245 0.0 0.0 0.0
H 3.731788 0.869217 3.084130 0.0 0.0 0.0
H 2.594148 1.404665 1.813003 0.1 0.0 0.0
H 5.667583 -0.701444 1.316054 0.0 0.0 0.0
H 4.835760 -2.259662 1.378631 0.0 0.0 0.0
H 5.018919 -1.260929 2.847090 0.0 0.0 0.0
H 3.100212 -1.880973 -0.028271 -0.1 0.0 0.0
H 2.884261 -3.441583 1.620045 0.0 0.0 0.0
H 1.502202 -4.443023 3.390966 0.0 0.0 0.0
H -0.165223 -3.059956 4.584507 0.0 0.0 0.0
H -0.460616 -0.677758 3.992503 0.0 0.0 0.0
H 0.890707 0.323846 2.213769 0.0 0.0 0.0
C -3.237080 1.413979 -4.276558 0.0 0.0 0.0
C -1.838237 0.810160 -4.311777 0.0 0.0 0.0
C -1.204634 0.685152 -2.926490 0.0 0.0 0.0
C -1.917679 -0.313330 -2.011922 0.1 0.0 -0.1
Ge -1.105024 -0.442198 -0.233442 0.1 -0.1 0.0
C -1.971440 0.755043 1.047171 0.0 0.0 0.1
C -3.384468 0.256825 1.361465 0.0 -0.1 0.0
C -4.109697 1.151914 2.361815 0.0 0.0 0.0
C -5.517908 0.661245 2.665706 0.0 0.0 0.0
H -3.629615 1.546824 -5.284019 0.0 0.0 0.0
H -3.227728 2.393901 -3.793872 0.0 0.0 0.0
H -3.942750 0.781400 -3.737037 0.0 0.0 0.0
H -1.193410 1.429345 -4.939913 0.0 0.0 0.0
H -1.868852 -0.178438 -4.778662 0.0 0.0 0.0
H -1.172436 1.673497 -2.452596 0.0 0.0 0.0
H -0.156069 0.375106 -3.060364 0.0 0.0 0.0
H -1.900687 -1.304971 -2.467548 0.0 0.0 0.0
H -2.965694 -0.039599 -1.878221 0.0 0.0 0.0
H -1.123134 -1.899230 0.291255 0.0 0.0 0.0
H -2.012134 1.760086 0.621365 0.0 0.0 0.0
H -1.389402 0.826374 1.965516 0.0 0.0 0.0
H -3.340312 -0.763050 1.759975 0.0 0.0 0.0
H -3.975372 0.203605 0.441618 0.0 0.0 0.0
H -4.146478 2.171129 1.966369 0.0 0.0 0.0
H -3.524874 1.201064 3.285916 0.0 0.0 0.0
H -6.128274 0.636918 1.761328 0.0 0.0 0.0
H -6.017434 1.309038 3.385225 0.0 0.0 0.0
H -5.502109 -0.347911 3.081461 0.0 0.0 0.0
F 2.401049 1.337096 -2.812598 0.0 0.0 0.1
C 1.992243 2.270486 -1.901635 0.1 0.1 -0.3
C 1.352372 1.814579 -0.763588 0.0 0.0 -0.1
C 0.966663 2.804376 0.124663 -0.1 0.2 0.1
F 0.363465 2.493967 1.288184 0.1 -0.1 0.0
C 1.187715 4.150076 -0.107969 0.0 -0.1 0.0
F 0.811648 5.067048 0.774369 0.0 0.0 0.0
C 1.820032 4.546826 -1.282184 0.0 0.0 0.0
F 2.033591 5.829924 -1.510250 0.0 0.0 0.0
C 2.232648 3.597732 -2.204704 -0.1 -0.1 0.1
F 2.835173 3.963450 -3.326307 0.0 0.0 0.0
```
Forces are in eV/Å.

## Properties
Energy above the lowest of the compared OMol25 structures with the same formula, charge and spin, eV: 1.776
Orbital gap (alpha / beta), eV: 7.86 / 7.34
Spin multiplicity: 2
Charge: +1
Max |F|, eV/A: 0.45

These are the Löwdin partial charges, in e, on atoms 1 to 2:
1 V 0.87
2 O -0.36

---

(5)
C20H22N4O5PdS | ωB97M-V with the def2-TZVPD basis set

Structure (XYZ):
```
53
Properties=species:S:1:pos:R:3:forces:R:3
Pd 0.424063 -0.768370 -2.022850 0.1 0.5 0.0
C -4.982612 -0.223565 4.484752 0.0 0.0 0.0
C -3.734586 -0.235247 3.661749 0.0 0.0 -0.1
C -3.761298 -0.624303 2.290560 0.0 0.0 0.0
C -2.619175 -0.768248 1.550435 0.0 0.0 0.0
C -1.336889 -0.534115 2.139527 0.0 0.1 0.1
C -1.290184 -0.199057 3.527944 0.0 0.0 0.0
C -2.451274 -0.061967 4.246002 0.0 0.0 0.0
S 0.084725 -0.738574 1.212950 -0.2 0.1 -0.1
O 1.216804 -0.313491 2.019807 0.0 0.0 0.0
O 0.158791 -2.091651 0.677520 0.0 0.0 0.0
N -0.093135 0.191125 -0.136171 0.4 -0.1 0.1
C -0.114955 1.550918 -0.051037 -0.1 0.0 -0.1
C -0.066676 2.293996 1.159907 0.0 0.0 0.0
C -0.134617 3.663691 1.111235 0.0 0.0 0.0
C -0.242422 4.323860 -0.114025 0.0 0.0 0.0
C -0.276130 3.523715 -1.240643 0.0 0.0 0.0
N -0.222144 2.198202 -1.231691 0.0 0.0 0.0
H -5.819190 0.262589 3.967732 0.0 0.0 0.0
H -4.829436 0.315197 5.425185 0.0 0.0 0.0
H -5.341374 -1.236561 4.759092 0.0 0.0 0.0
H -4.720931 -0.794290 1.805668 0.0 0.0 0.0
H -2.680784 -1.041160 0.501884 0.0 0.0 0.0
H -0.326926 -0.041395 3.997192 0.0 0.0 0.0
H -2.382559 0.203410 5.299783 0.0 0.0 0.0
H 0.031084 1.788082 2.106621 0.0 0.0 0.0
H -0.096266 4.226487 2.038491 0.0 0.0 0.0
H -0.285232 5.403133 -0.190703 0.0 0.0 0.0
H -0.351890 3.978590 -2.227769 0.0 0.0 0.0
C 6.116382 0.554628 -1.289580 0.0 0.0 0.0
N 5.044013 -0.187353 -1.914914 0.0 0.0 0.1
C 5.264202 -1.371738 -2.540651 0.0 0.0 -0.1
C 4.263016 -2.073527 -3.091501 0.0 0.0 0.0
C 2.907061 -1.555152 -2.940496 0.0 -0.1 -0.1
O 1.921156 -2.172301 -3.394039 0.2 -0.1 0.0
N 2.709831 -0.387735 -2.283633 -0.1 -0.2 0.1
C 3.728679 0.352058 -1.790681 -0.1 0.1 -0.1
O 3.635194 1.453700 -1.273700 0.0 0.0 0.1
H 7.069075 0.107806 -1.576953 0.0 0.0 0.0
H 6.019750 0.540638 -0.202394 0.0 0.0 0.0
H 6.084855 1.595617 -1.607018 0.0 0.0 0.0
H 6.297510 -1.699906 -2.569650 0.0 0.0 0.0
H 4.425160 -3.015269 -3.591622 0.0 0.0 0.0
C -1.489783 -3.324909 -1.536306 0.0 0.0 0.0
O -2.175211 -2.110958 -1.877266 0.1 -0.1 -0.1
C -1.438535 -1.113614 -2.344154 -0.2 0.0 0.0
C -2.360550 0.038425 -2.624483 0.0 0.0 0.0
H -1.574462 -4.014223 -2.379315 0.0 0.0 0.0
H -1.988014 -3.730401 -0.657987 0.0 0.0 0.0
H -0.451764 -3.116979 -1.294124 0.0 0.0 0.0
H -3.282191 -0.313652 -3.098439 0.0 0.0 0.0
H -1.869510 0.795843 -3.228001 0.0 0.0 0.0
H -2.610652 0.498002 -1.662233 0.0 0.0 0.0
```
Forces are in eV/Å.

## Properties
Energy above the lowest of the compared OMol25 structures with the same formula, charge and spin, eV: 0.218
Orbital gap (alpha / beta), eV: 2.68 / 6.26
Spin multiplicity: 3
Charge: -2
Max |F|, eV/A: 0.49

These are the Löwdin partial charges, in e, on atoms 1 to 2:
1 Pd 0.79
2 C -0.14

---

- Which of these has the lowest charge?
  C20H22N4O5PdS

---

- Which of these has the highest max |F|?
  C7H10O3S2